# 1
Here is a structure of composition C34H23F4FeN5P from OMol25. Energies are from ωB97M-V with the def2-TZVPD basis set.

Computed properties:
⟨S²⟩: 8.90
HOMO-LUMO gap (alpha / beta), eV: 6.64 / 5.85
Spin multiplicity: 6
Relative energy (zero: lowest compared OMol25 entry of this formula, charge and spin), eV: 0.0000

CARTESIAN COORDINATES (ANGSTROEM)
Fe: 0.311 -0.320 0.625
C: -5.707 -0.368 1.779
C: -5.264 -1.538 2.373
C: -3.904 -1.788 2.494
C: -2.985 -0.859 2.014
C: -3.436 0.317 1.416
C: -4.793 0.563 1.302
P: -1.199 -1.100 2.140
C: -0.907 -2.814 2.617
C: -1.238 -3.828 1.717
C: -1.002 -5.150 2.051
C: -0.428 -5.465 3.276
C: -0.086 -4.459 4.166
C: -0.322 -3.131 3.838
C: -0.393 0.027 3.259
C: -0.551 0.473 4.567
C: 0.395 1.360 5.049
C: 1.464 1.772 4.243
C: 1.606 1.321 2.940
C: 0.658 0.435 2.424
H: -6.768 -0.179 1.683
H: -5.977 -2.261 2.746
H: -3.562 -2.704 2.957
H: -2.721 1.037 1.034
H: -5.137 1.476 0.835
H: -1.676 -3.579 0.757
H: -1.259 -5.935 1.353
H: -0.239 -6.499 3.533
H: 0.369 -4.705 5.116
H: -0.043 -2.343 4.526
H: -1.378 0.146 5.185
H: 0.316 1.737 6.059
H: 2.193 2.460 4.652
H: 2.446 1.657 2.344
F: 5.945 2.928 -1.819
C: 4.760 2.915 -2.435
C: 4.660 3.525 -3.659
F: 5.750 4.105 -4.158
C: 3.464 3.531 -4.417
C: 2.378 2.865 -3.801
C: 2.490 2.265 -2.576
F: 1.382 1.707 -2.047
C: 3.682 2.245 -1.835
C: 3.767 1.593 -0.556
C: 2.920 0.555 -0.249
N: 2.211 -0.330 0.032
C: 4.662 2.002 0.469
N: 5.342 2.352 1.330
F: 1.184 2.835 -4.398
C: 3.362 4.152 -5.685
C: 4.427 4.866 -6.293
N: 5.245 5.458 -6.845
C: 2.182 4.118 -6.476
N: 1.259 4.126 -7.165
C: -0.262 -1.406 -3.232
C: -1.203 -0.914 -2.124
C: -1.840 0.422 -2.526
C: -2.295 -1.960 -1.864
N: -0.452 -0.734 -0.925
H: -0.826 -1.565 -4.152
H: 0.211 -2.344 -2.943
H: 0.515 -0.670 -3.425
H: -2.406 0.299 -3.450
H: -1.071 1.176 -2.690
H: -2.522 0.772 -1.747
H: -2.897 -2.101 -2.762
H: -2.954 -1.630 -1.057
H: -1.849 -2.917 -1.591

# 2
Here is a structure of composition C34H24AsAuF6N3O3 from OMol25. Energies are from ωB97M-V with the def2-TZVPD basis set.

Computed properties:
HOMO-LUMO gap (alpha / beta), eV: 4.28 / 3.83
Charge: +1
Relative energy (zero: lowest compared OMol25 entry of this formula, charge and spin), eV: 1.9517

CARTESIAN COORDINATES (ANGSTROEM)
Au: -1.069 1.973 0.005
O: -3.434 5.101 1.347
C: -2.562 4.321 1.067
N: -2.737 3.024 0.665
C: -3.958 2.414 0.684
O: -4.952 2.798 1.243
C: -3.951 1.123 -0.094
C: -5.147 0.450 -0.311
C: -5.126 -0.724 -1.042
C: -3.914 -1.186 -1.536
C: -2.762 -0.464 -1.261
N: -2.794 0.654 -0.553
C: -1.112 4.715 1.096
C: -0.771 6.051 1.247
C: 0.570 6.399 1.251
C: 1.521 5.392 1.170
C: 1.097 4.078 1.058
N: -0.187 3.765 0.987
H: -6.051 0.862 0.108
H: -6.032 -1.280 -1.215
H: -3.854 -2.092 -2.119
H: -1.788 -0.791 -1.602
H: -1.566 6.776 1.337
H: 0.866 7.436 1.327
H: 2.575 5.620 1.187
H: 1.786 3.247 1.008
C: 2.905 1.681 -1.741
C: 1.402 1.384 -1.875
O: 0.803 1.089 -0.680
C: 0.720 2.595 -2.553
F: 1.298 2.956 -3.693
F: -0.578 2.364 -2.805
F: 0.759 3.668 -1.748
C: 1.246 0.173 -2.827
F: 2.053 -0.828 -2.452
F: 1.524 0.449 -4.096
F: 0.007 -0.344 -2.792
H: 3.034 2.608 -1.191
H: 3.355 1.776 -2.727
H: 3.380 0.868 -1.195
C: -2.113 -3.753 3.426
C: -0.787 -3.449 3.683
C: -0.079 -2.620 2.826
C: -0.708 -2.131 1.690
C: -2.043 -2.415 1.443
C: -2.746 -3.233 2.308
As: 0.330 -1.225 0.277
C: 0.724 -2.766 -0.824
C: -0.145 -3.491 -1.618
C: 0.341 -4.573 -2.339
C: 1.687 -4.895 -2.285
C: 2.556 -4.175 -1.482
C: 2.084 -3.105 -0.739
C: 2.874 -2.294 0.188
C: 4.221 -2.469 0.477
C: 4.839 -1.653 1.413
C: 4.123 -0.673 2.082
C: 2.778 -0.482 1.797
C: 2.156 -1.293 0.864
H: -2.656 -4.395 4.101
H: -0.299 -3.860 4.555
H: 0.958 -2.380 3.036
H: -2.530 -2.004 0.568
H: -3.783 -3.460 2.111
H: -1.191 -3.212 -1.675
H: -0.328 -5.154 -2.955
H: 2.065 -5.715 -2.875
H: 3.599 -4.444 -1.436
H: 4.789 -3.238 -0.025
H: 5.891 -1.782 1.620
H: 4.616 -0.058 2.820
H: 2.213 0.298 2.291

# 3
Here is a structure of composition C34H24F5IrN2P2S3 from OMol25. Energies are from ωB97M-V with the def2-TZVPD basis set.

Computed properties:
HOMO-LUMO gap, eV: 6.68
Relative energy (zero: lowest compared OMol25 entry of this formula, charge and spin), eV: 0.6355

CARTESIAN COORDINATES (ANGSTROEM)
Ir: 1.533 -0.885 -1.589
S: 0.423 0.761 -2.846
P: -0.618 0.882 -1.062
C: 0.274 -0.164 -0.098
P: 1.442 0.041 1.109
S: 3.115 -0.750 0.230
C: 1.045 -0.858 2.622
C: -0.120 -1.611 2.694
C: -0.403 -2.342 3.841
C: 0.477 -2.315 4.912
C: 1.644 -1.562 4.841
C: 1.930 -0.836 3.698
C: 1.769 1.738 1.647
C: 0.930 2.340 2.582
C: 1.124 3.667 2.934
C: 2.162 4.392 2.366
C: 3.001 3.794 1.436
C: 2.802 2.472 1.070
C: -0.884 2.572 -0.482
C: -1.955 2.829 0.372
C: -2.144 4.105 0.880
C: -1.269 5.125 0.533
C: -0.201 4.871 -0.316
C: -0.005 3.594 -0.823
C: -2.290 0.267 -1.373
C: -3.107 0.924 -2.291
C: -4.390 0.465 -2.528
C: -4.865 -0.650 -1.845
C: -4.056 -1.303 -0.930
C: -2.764 -0.847 -0.695
H: -0.788 -1.625 1.842
H: -1.305 -2.937 3.892
H: 0.258 -2.887 5.804
H: 2.332 -1.547 5.677
H: 2.844 -0.255 3.638
H: 0.129 1.771 3.039
H: 0.467 4.133 3.657
H: 2.318 5.425 2.650
H: 3.813 4.358 0.995
H: 3.453 1.997 0.346
H: -2.649 2.037 0.627
H: -2.979 4.304 1.539
H: -1.421 6.123 0.924
H: 0.482 5.667 -0.583
H: 0.826 3.384 -1.485
H: -2.735 1.792 -2.824
H: -5.022 0.971 -3.246
H: -5.868 -1.011 -2.034
H: -4.426 -2.173 -0.404
H: -2.111 -1.354 0.006
F: -3.261 -5.047 1.083
C: -2.433 -4.473 0.206
C: -1.147 -4.130 0.580
F: -0.729 -4.390 1.823
C: -0.294 -3.544 -0.338
F: 0.947 -3.275 0.074
C: -0.691 -3.239 -1.637
S: 0.320 -2.434 -2.825
C: -1.989 -3.613 -1.983
F: -2.456 -3.365 -3.208
C: -2.849 -4.225 -1.089
F: -4.094 -4.546 -1.457
N: 3.210 -0.553 -4.143
C: 4.241 -0.971 -4.898
C: 4.847 -1.998 -4.214
C: 4.101 -2.133 -3.033
N: 3.119 -1.247 -3.005
H: 2.556 0.197 -4.306
H: 4.462 -0.510 -5.845
H: 5.704 -2.570 -4.522
H: 4.219 -2.822 -2.213

# 4
Here is a structure of composition C34H24IN9O4S2Ti from OMol25. Energies are from ωB97M-V with the def2-TZVPD basis set.

Computed properties:
HOMO-LUMO gap (alpha / beta), eV: 5.33 / 5.38

CARTESIAN COORDINATES (ANGSTROEM)
Ti: 0.591 0.261 -0.549
C: 4.800 0.600 -1.494
C: 3.523 0.115 -1.564
N: 2.456 0.886 -1.248
C: 2.737 2.161 -0.868
C: 4.065 2.606 -0.766
N: 5.090 1.853 -1.073
C: 1.565 2.953 -0.627
C: 1.457 4.316 -0.403
C: 0.200 4.916 -0.348
C: -0.935 4.130 -0.588
C: -0.797 2.776 -0.815
N: 0.439 2.194 -0.764
C: -1.779 1.811 -1.228
C: -3.152 2.041 -1.405
N: -3.961 1.145 -1.911
C: -3.402 -0.037 -2.248
C: -2.083 -0.320 -2.028
N: -1.239 0.596 -1.506
C: 0.065 6.366 -0.098
C: 0.967 7.288 -0.622
C: 0.791 8.635 -0.352
N: -0.202 9.120 0.387
C: -1.063 8.238 0.886
C: -0.977 6.871 0.677
H: 5.635 -0.033 -1.761
H: 3.315 -0.902 -1.862
H: 4.269 3.614 -0.419
H: 2.347 4.916 -0.272
H: -1.910 4.595 -0.638
H: -3.577 2.998 -1.123
H: -4.054 -0.781 -2.687
H: -1.662 -1.287 -2.257
H: 1.784 6.968 -1.255
H: 1.483 9.364 -0.759
H: -1.865 8.644 1.492
H: -1.698 6.208 1.135
I: 0.063 -4.133 6.440
C: 0.263 -2.668 4.965
C: -0.832 -1.880 4.639
C: -0.705 -0.934 3.637
C: 0.510 -0.778 2.979
C: 1.603 -1.566 3.319
C: 1.481 -2.518 4.318
C: 0.592 0.128 1.810
O: -0.438 0.658 1.324
O: 1.694 0.273 1.176
H: -1.776 -2.016 5.148
H: -1.550 -0.332 3.331
H: 2.529 -1.448 2.772
H: 2.322 -3.145 4.582
N: -0.825 -7.779 -2.595
C: -0.423 -6.535 -2.195
C: -0.923 -5.389 -2.830
C: -0.504 -4.138 -2.435
C: 0.424 -4.009 -1.406
C: 0.938 -5.136 -0.776
C: 0.518 -6.388 -1.167
S: 0.885 -2.434 -0.830
O: 2.138 -2.549 -0.129
O: 0.935 -1.456 -1.957
N: -0.232 -1.767 0.054
C: -1.365 -2.320 0.585
S: -1.431 -3.947 1.218
C: -3.060 -3.667 1.695
C: -3.419 -2.406 1.361
N: -2.466 -1.645 0.736
H: -1.601 -7.875 -3.222
H: -0.580 -8.582 -2.046
H: -1.638 -5.493 -3.637
H: -0.885 -3.256 -2.933
H: 1.664 -5.017 0.016
H: 0.917 -7.269 -0.679
H: -3.653 -4.438 2.155
H: -4.394 -1.975 1.537